The following is a DFT calculation (ωB97M-V/def2-TZVPD) of C6H9N in the gas phase.

The geometry in XYZ format:
```
16
Properties=species:S:1:pos:R:3:forces:R:3:mulliken_charge:R:1
C 0.063 1.070 0.389 -0.067 0.414 -0.190 -0.11
H 0.477 0.016 -2.444 -0.170 -0.037 0.051 0.30
H -0.986 -0.986 -2.343 0.067 0.039 0.140 0.29
H -1.093 0.785 -2.182 0.009 -0.183 -0.049 0.30
H -0.264 2.101 0.328 0.054 -0.042 -0.412 0.43
C -0.262 -0.114 -0.468 -0.131 0.327 -0.341 0.60
H 0.192 -1.169 2.363 -0.118 0.134 0.051 0.29
N 0.814 -0.913 0.290 0.506 0.414 0.250 -0.51
H -0.800 -2.072 1.176 0.504 0.193 -0.142 0.24
C -0.492 -0.097 -1.941 -0.052 -0.033 -0.014 -1.25
C -0.224 -1.149 1.353 0.138 0.117 0.296 -0.40
H 2.078 0.566 -0.306 -0.191 0.622 -0.105 0.25
C 1.441 0.543 0.579 -0.084 -0.422 -0.021 -0.60
C -0.980 0.040 0.830 -0.275 0.040 0.148 -0.53
H -2.005 0.362 0.984 0.099 -0.084 0.044 0.42
H 2.042 1.017 1.391 -0.290 -1.498 0.294 0.28
```
Forces are in eV/Å.

Results
Gap between HOMO and LUMO ... 10.147 eV
Structure (SMILES) ... C[C@]12[C@@H]3CN1C[C@@H]32
HOMO level ... -0.3320 Ha

=====

The following is a DFT calculation (ωB97M-V/def2-TZVPD) of a gas-phase ion, C6H9N2 (charge +1).

The geometry in XYZ format:
```
17
Properties=species:S:1:pos:R:3:forces:R:3:mulliken_charge:R:1
H 2.298 -2.221 -0.400 -0.227 -0.570 -1.386 0.40
H 1.397 2.499 0.246 0.614 -0.432 0.050 0.38
N -1.485 -1.298 -0.024 -1.178 -3.171 -0.923 -0.57
C 0.444 2.005 0.042 1.230 0.536 3.583 -1.41
C 0.553 0.616 -0.049 -1.622 -1.902 -0.471 0.70
H -3.022 1.591 -0.022 0.175 -1.967 -0.023 0.23
C -2.911 0.445 0.010 1.901 4.038 -0.412 -0.26
H -3.728 -0.134 0.110 -2.780 -2.106 0.410 0.35
C 0.827 -0.643 -0.074 0.097 -0.129 -0.290 1.03
N -1.748 -0.015 -0.105 2.735 2.120 0.757 0.04
H 2.981 -0.552 -0.318 0.103 0.047 -0.789 0.39
H 0.092 2.540 -0.731 -1.503 1.278 -3.221 0.38
C 2.201 -1.234 -0.022 0.591 0.799 0.205 -1.58
C -0.298 -1.684 -0.143 0.811 -0.065 -0.496 -0.15
H 0.014 -2.757 -0.415 -0.725 1.675 1.018 0.34
H -0.120 2.292 0.938 -0.090 -0.213 -0.049 0.34
H 2.507 -1.450 0.959 -0.133 0.062 2.037 0.38
```
Forces are in eV/Å.

Results
Gap between HOMO and LUMO (spin up / spin down) ... 8.753 / 8.754 eV
Charge ... +1
HOMO level (spin up / spin down) ... -0.5141 / -0.5141 Ha

=====

The following is a DFT calculation (ωB97M-V/def2-TZVPD) of 2 unconnected molecules or ions with the total composition C6H9N2.

The geometry in XYZ format:
```
17
Properties=species:S:1:pos:R:3:forces:R:3:mulliken_charge:R:1
C -1.542 0.925 0.025 -0.055 0.316 -0.166 -0.15
H 0.255 -1.888 -0.082 -0.263 -0.289 0.169 0.31
H -0.859 1.749 0.058 0.085 0.048 0.105 0.29
C 3.053 -0.021 0.035 0.939 -0.784 -0.107 -0.80
H -3.399 1.880 -0.131 0.108 -0.001 0.020 0.23
C 1.743 0.473 -0.231 -3.844 -1.995 0.653 -0.20
C 0.019 -0.900 0.279 5.076 2.725 -1.016 -0.21
H -4.451 -0.422 -0.195 -0.181 -0.021 -0.043 0.41
H -2.359 -2.179 -0.075 0.060 -0.161 0.002 0.41
H 3.044 -0.934 0.631 0.100 0.105 0.128 0.29
C -3.399 -0.235 -0.130 0.102 -0.888 -0.114 -0.39
H 1.460 1.509 -0.261 -0.359 0.157 0.116 0.29
C -2.360 -1.109 -0.077 -0.931 0.042 -0.076 -0.25
H 3.486 -0.318 -0.932 0.173 -0.005 0.018 0.30
H 3.721 0.729 0.469 -0.138 -0.082 0.113 0.33
N -2.875 1.019 -0.086 0.808 0.126 0.139 -0.02
N -1.192 -0.372 0.023 -1.679 0.706 0.060 0.15
```
Forces are in eV/Å.

Results
Gap between HOMO and LUMO (spin up / spin down) ... 7.386 / 8.672 eV
Charge ... +1
HOMO level (spin up / spin down) ... -0.4481 / -0.4588 Ha

=====

The following is a DFT calculation (ωB97M-V/def2-TZVPD) of a gas-phase ion, C6H9N2 (charge +1).

The geometry in XYZ format:
```
17
Properties=species:S:1:pos:R:3:forces:R:3:mulliken_charge:R:1
C 0.199 -2.044 0.361 2.159 -3.139 1.002 -0.96
C 0.415 0.509 0.511 -0.078 -0.607 -0.100 0.41
H -0.375 -2.461 -0.465 0.144 -0.402 -0.431 0.39
H -0.105 -2.768 1.210 0.465 1.226 -1.043 0.36
C -1.676 1.511 -0.180 1.009 -0.181 0.233 -0.36
H -2.278 2.192 -0.704 -0.578 1.218 -0.280 0.50
C -0.386 1.718 0.234 -0.635 -0.101 -1.236 -0.30
H 1.351 -2.099 0.184 -2.409 -0.021 0.554 0.28
H 1.741 -0.638 -0.841 1.052 -2.295 0.163 0.43
H 0.115 2.716 0.131 -0.597 -1.065 0.380 0.40
H 0.876 0.491 -1.662 -1.316 0.782 -1.889 0.45
N -2.377 0.370 0.142 1.355 -0.101 0.749 -0.30
C -0.347 -0.763 0.530 -2.479 3.467 0.000 0.37
H 0.997 0.613 1.423 0.633 -0.040 -0.003 0.45
N -1.723 -0.668 0.517 0.720 -1.170 -0.226 -0.20
C 1.364 0.307 -0.775 1.201 2.875 2.563 -1.29
H 2.208 1.016 -0.617 -0.646 -0.445 -0.436 0.36
```
Forces are in eV/Å.

Results
Gap between HOMO and LUMO (spin up / spin down) ... 7.543 / 7.549 eV
Charge ... +1
Structure (SMILES) ... CC1=[N+]=NC=C[C@@H]1C
HOMO level (spin up / spin down) ... -0.5311 / -0.5313 Ha

=====

The following is a DFT calculation (ωB97M-V/def2-TZVPD) of 2 unconnected molecules or ions with the total composition C6H9N2O.

The geometry in XYZ format:
```
18
Properties=species:S:1:pos:R:3:forces:R:3:mulliken_charge:R:1
C -0.227 -0.346 0.276 0.278 -6.763 0.940 0.45
H -0.379 -2.880 0.592 0.486 1.630 1.512 0.31
H -2.381 1.973 0.895 -1.444 1.279 0.240 0.46
H 2.037 -1.444 -0.855 -0.002 0.432 0.452 0.37
C -1.407 0.168 0.777 1.411 0.444 -0.768 -0.44
C -1.592 1.486 0.428 1.031 -0.946 0.824 -0.24
O -0.353 -1.907 2.363 -1.538 -1.664 -1.084 -0.35
H -0.710 3.050 -0.734 -0.341 1.929 -0.053 0.41
N 0.533 0.064 -0.717 -0.124 2.137 1.188 0.10
C 1.683 -0.560 -1.386 0.769 -0.944 -1.440 -0.87
H 1.297 -0.986 -2.334 0.174 0.438 0.328 0.37
C -0.613 2.095 -0.342 -1.547 -0.045 -0.476 -0.82
C 0.293 1.373 -0.994 1.507 -0.856 -1.091 -0.02
N 0.245 -2.182 1.137 -0.691 3.252 -1.169 -0.25
H 0.209 -1.397 2.942 1.110 0.084 -0.210 0.35
H 0.886 1.758 -1.790 0.402 0.492 -0.325 0.42
H 2.545 0.151 -1.659 -1.639 -0.860 0.904 0.31
H -2.064 -0.417 1.400 0.156 -0.038 0.227 0.46
```
Forces are in eV/Å.

Results
Gap between HOMO and LUMO ... 8.980 eV
Charge ... +1
HOMO level ... -0.4946 Ha

=====

The following is a DFT calculation (ωB97M-V/def2-TZVPD) of a gas-phase ion, C6H9N2O (charge +1).

The geometry in XYZ format:
```
18
Properties=species:S:1:pos:R:3:forces:R:3:mulliken_charge:R:1
H -2.326 -2.826 0.423 0.530 -0.922 0.221 0.32
C -0.813 1.538 0.207 -1.488 0.952 -0.370 -0.23
H -1.021 2.153 1.094 0.646 0.049 0.836 0.30
N -2.862 0.318 -0.305 -0.070 -0.617 0.693 -0.28
H 3.909 -0.661 0.350 0.958 1.230 0.227 0.36
H -0.459 -0.736 0.820 -0.338 1.521 -0.325 0.27
H -0.453 2.363 -0.475 0.506 -1.119 0.430 0.41
H 3.515 -1.984 -0.418 -0.349 -1.724 -0.439 0.33
C -0.108 0.238 0.376 0.723 -0.726 0.373 0.05
C 1.187 0.182 0.099 3.149 1.049 -0.992 -0.55
C 3.194 -0.985 -0.366 0.701 -0.887 2.963 -0.89
C -2.752 -0.930 -0.063 0.337 0.192 -0.606 0.58
C -2.222 1.452 -0.159 -2.760 -0.600 -0.991 -0.07
O 1.961 -0.928 0.328 -2.207 1.217 -0.836 -0.36
H 3.300 -0.571 -1.298 -0.389 1.457 -2.151 0.41
N -2.888 -2.110 0.038 -0.538 2.691 -0.209 -0.29
H -2.952 2.367 -0.323 1.991 -1.633 0.297 0.38
H 1.790 1.123 -0.327 -1.403 -2.131 0.879 0.27
```
Forces are in eV/Å.

Results
Gap between HOMO and LUMO ... 7.464 eV
Charge ... +1
Structure (SMILES) ... CO/C=C/C/C=N\C#[NH+]
HOMO level ... -0.4741 Ha